1.
This record from the OMol25 dataset describes CH2BF3 in the gas phase at a distorted geometry. The level of theory is wB97M-V/def2-TZVPD.

The calculated total energy is -363.7032 a.u. Its maximum force is 3.0 eV Å⁻¹. As for the spin multiplicity: 1. The calculation puts the relative energy (zero: lowest compared OMol25 entry of this formula, charge and spin) at 170.5 kJ/mol. The HOMO energy is -12.6 eV. The LUMO energy comes out at -1.145 eV. The SMILES is BC(F)(F)F.

Geometry as XYZ:
```
7
Properties=species:S:1:pos:R:3:forces:R:3
B -0.544957 0.831376 0.386098 2.3 -1.5 1.1
C 0.196185 -0.563543 -0.134137 0.6 -0.1 -2.5
F 0.336658 -1.648095 0.579487 -0.6 -0.6 1.1
F -0.356785 -1.023175 -1.377699 0.6 1.0 1.9
F 1.519940 -0.229652 -0.446741 -1.4 0.5 0.2
H -0.757090 1.431944 -0.549744 -0.9 1.1 -0.8
H -0.393952 1.201145 1.542736 -0.6 -0.4 -0.9
```
Positions in Å, forces in eV/Å.

***

2.
This record from the OMol25 dataset describes CH2BNO in the gas phase at a distorted geometry. The level of theory is wB97M-V/def2-TZVPD.

The calculated total energy is -194.1701 a.u. Its maximum force is 4.4 eV Å⁻¹. As for the spin multiplicity: 1. The calculation puts the relative energy (zero: lowest compared OMol25 entry of this formula, charge and spin) at 48.4 kJ/mol. The HOMO energy is -11.6 eV. The LUMO energy comes out at 0.062 eV. The SMILES is N#CBO.

Geometry as XYZ:
```
6
Properties=species:S:1:pos:R:3:forces:R:3
B -0.484415 -0.206443 0.584668 3.7 -2.3 0.7
C -1.328219 -0.643574 1.784583 -0.4 0.1 0.0
N -1.856044 -1.025074 2.729160 -0.2 -0.1 0.2
O -0.865914 0.733171 -0.242773 -0.8 0.8 -0.5
H 0.756152 -0.893495 0.582437 -2.6 1.6 -0.4
H -0.295154 1.006765 -0.960353 0.3 -0.1 -0.1
```
Positions in Å, forces in eV/Å.

***

3.
This record from the OMol25 dataset describes CH2Br3PS in the gas phase at a distorted geometry. The level of theory is wB97M-V/def2-TZVPD.

The calculated total energy is -8500.9161 a.u. Its maximum force is 3.0 eV Å⁻¹. As for the spin multiplicity: 1. The calculation puts the relative energy (zero: lowest compared OMol25 entry of this formula, charge and spin) at 61.0 kJ/mol. The HOMO energy is -9.9 eV. The LUMO energy comes out at -1.235 eV. The SMILES is S=P(Br)(Br)CBr.

Geometry as XYZ:
```
8
Properties=species:S:1:pos:R:3:forces:R:3
C 1.016004 -0.312456 0.018028 -1.9 -0.9 -0.2
P -0.620024 0.618103 0.090834 -0.3 -1.3 0.1
S -0.300384 2.404226 0.640990 -0.1 0.1 0.0
Br 0.447539 -2.408560 -0.437954 1.3 2.6 0.7
Br -1.744991 0.381373 -1.916316 0.9 0.0 1.3
Br -1.881218 -0.722799 1.503733 0.6 1.0 -0.8
H 1.513432 0.079215 -0.866120 0.2 -0.4 0.0
H 1.569644 -0.039099 0.966804 -0.7 -1.1 -1.0
```
Positions in Å, forces in eV/Å.

***

4.
This record from the OMol25 dataset describes 2 unconnected molecules or ions with the total composition CH2Br4P2 at a distorted geometry. The level of theory is wB97M-V/def2-TZVPD.

The calculated total energy is -11018.0957 a.u. Its maximum force is 3.0 eV Å⁻¹. As for the spin multiplicity: 1. The calculation puts the relative energy (zero: lowest compared OMol25 entry of this formula, charge and spin) at 7.1 kJ/mol. The HOMO energy is -9.2 eV. The LUMO energy comes out at -0.376 eV. The SMILES is BrP(Br)Br.C=PBr.

Geometry as XYZ:
```
9
Properties=species:S:1:pos:R:3:forces:R:3
C 1.695564 -1.535064 -0.200043 2.1 1.1 -0.3
P -2.473462 1.494887 0.423785 -1.2 -1.4 -0.5
P 2.439697 -0.639179 -1.426100 -0.2 -0.4 2.9
Br -1.249551 -0.119910 1.322980 0.3 0.1 0.1
Br -3.709037 2.067729 2.157777 0.0 0.3 0.3
Br -1.149486 3.131492 0.104818 1.0 1.0 0.1
Br 1.149613 -0.697028 -3.095532 -1.1 -0.4 -1.7
H 2.184218 -1.293923 0.748376 0.4 0.0 -0.2
H 1.112447 -2.409005 -0.036065 -1.2 -0.2 -0.7
```
Positions in Å, forces in eV/Å.

***

5.
This record from the OMol25 dataset describes a molecular structure, CH2BrPSi at a distorted geometry. The level of theory is wB97M-V/def2-TZVPD.

The calculated total energy is -3243.9411 a.u. Its maximum force is 2.2 eV Å⁻¹. As for the spin multiplicity: 3. The calculation puts the relative energy (zero: lowest compared OMol25 entry of this formula, charge and spin) at 73.4 kJ/mol. The HOMO energy (alpha / beta) is -8.3 / -8.2 eV. The LUMO energy (alpha / beta) comes out at -1.132 / -2.031 eV.

Geometry as XYZ:
```
6
Properties=species:S:1:pos:R:3:forces:R:3
C -1.020743 -0.280518 -0.827287 1.4 0.4 -1.7
Si 0.635719 -0.066084 -0.004041 -0.2 0.1 1.1
P 0.402149 2.234830 0.125886 0.1 -0.7 0.1
Br -2.405897 -0.706515 0.172616 -1.2 -0.3 1.1
H 0.528407 -0.800504 1.378054 0.6 0.6 -1.0
H 1.860364 -0.381207 -0.845227 -0.7 0.0 0.4
```
Positions in Å, forces in eV/Å.

***

Copy entry 4 word for word.
This record from the OMol25 dataset describes 2 unconnected molecules or ions with the total composition CH2Br4P2 at a distorted geometry. The level of theory is wB97M-V/def2-TZVPD.

The calculated total energy is -11018.0957 a.u. Its maximum force is 3.0 eV Å⁻¹. As for the spin multiplicity: 1. The calculation puts the relative energy (zero: lowest compared OMol25 entry of this formula, charge and spin) at 7.1 kJ/mol. The HOMO energy is -9.2 eV. The LUMO energy comes out at -0.376 eV. The SMILES is BrP(Br)Br.C=PBr.

Geometry as XYZ:
```
9
Properties=species:S:1:pos:R:3:forces:R:3
C 1.695564 -1.535064 -0.200043 2.1 1.1 -0.3
P -2.473462 1.494887 0.423785 -1.2 -1.4 -0.5
P 2.439697 -0.639179 -1.426100 -0.2 -0.4 2.9
Br -1.249551 -0.119910 1.322980 0.3 0.1 0.1
Br -3.709037 2.067729 2.157777 0.0 0.3 0.3
Br -1.149486 3.131492 0.104818 1.0 1.0 0.1
Br 1.149613 -0.697028 -3.095532 -1.1 -0.4 -1.7
H 2.184218 -1.293923 0.748376 0.4 0.0 -0.2
H 1.112447 -2.409005 -0.036065 -1.2 -0.2 -0.7
```
Positions in Å, forces in eV/Å.

***

Question: Look up the relative energy (zero: lowest compared OMol25 entry of this formula, charge and spin) of the fifth one.
Answer: 73.4 kJ/mol